Density functional theory data (ωB97M-V/def2-TZVPD) for an isolated molecule of C18H13Cl2N3O3S.

```
! RIJCOSX wB97M-V def2-TZVPD def2/J DEFGRID3
* xyz 0 1
O 1.23 0.46 -1.37
C 1.87 0.60 -0.34
N 1.32 0.92 0.87
C -0.03 1.13 1.16
C -0.45 1.07 2.49
C -1.78 1.25 2.81
C -2.72 1.46 1.81
C -2.29 1.53 0.51
S -3.48 1.72 -0.83
O -3.22 2.91 -1.58
O -4.79 1.50 -0.31
N -3.05 0.45 -1.85
C -2.65 -0.76 -1.29
C -3.36 -1.27 -0.21
C -2.96 -2.44 0.40
C -1.84 -3.11 -0.08
Cl -1.31 -4.57 0.70
C -1.13 -2.62 -1.16
C -1.53 -1.44 -1.76
C -0.97 1.39 0.16
C 3.34 0.41 -0.30
C 3.93 -0.46 -1.23
C 5.30 -0.64 -1.22
C 6.04 0.08 -0.28
Cl 7.74 -0.10 -0.20
N 5.50 0.93 0.57
C 4.19 1.10 0.56
H 1.92 0.87 1.67
H 0.27 0.88 3.27
H -2.09 1.20 3.84
H -3.77 1.57 2.03
H -2.48 0.77 -2.62
H -4.23 -0.74 0.14
H -3.50 -2.84 1.24
H -0.27 -3.15 -1.53
H -0.97 -1.05 -2.59
H -0.66 1.46 -0.87
H 3.30 -0.98 -1.93
H 5.79 -1.30 -1.91
H 3.83 1.84 1.26
*
```

The SMILES is O=C(Nc1cccc(S(=O)(=O)Nc2ccc(Cl)cc2)c1)c1ccc(Cl)nc1. The relative energy (zero: lowest compared OMol25 entry of this formula, charge and spin) comes out at 0.0 kcal/mol. As for the frontier orbital gap: 8.432 eV. As for the HOMO energy: -0.3193 Ha. The maximum force is 1.1 eV Å⁻¹.

Atomic charges from the Löwdin analysis, expressed in e, are listed below:
1 O 0.084
2 C -0.411
3 N 0.143
4 C -0.194
5 C -0.006
6 C -0.054
7 C -0.055
8 C -0.270
9 S 0.672
10 O -0.277
11 O -0.278
12 N -0.048
13 C -0.320
14 C -0.025
15 C -0.088
16 C -0.681
17 Cl 0.663
18 C -0.100
19 C -0.023
20 C 0.009
21 C -0.112
22 C 0.012
23 C -0.068
24 C -0.748
25 Cl 0.705
26 N 0.058
27 C -0.087
28 H 0.136
29 H 0.115
30 H 0.111
31 H 0.116
32 H 0.120
33 H 0.106
34 H 0.108
35 H 0.106
36 H 0.116
37 H 0.113
38 H 0.125
39 H 0.107
40 H 0.120